Entry 1:
{"formula": "C7H18FeN5O", "method": "ωB97M-V with the def2-TZVPD basis set", "gap_ha": [0.2391, 0.3000], "fmax_ha_per_bohr": 0.0497, "spin_multiplicity": 2, "de_lowest_kcal_mol": 21.38, "e_tot_ha": -1889.6390, "s2": 1.063, "charge": 2, "species": ["Fe", "N", "C", "C", "N", "C", "C", "N", "C", "C", "N", "H", "H", "H", "H", "H", "H", "H", "H", "H", "H", "H", "H", "H", "H", "H", "H", "H", "H", "O", "C", "N"], "coordinates": [[-0.0595, 0.1769, -1.3798], [-1.3248, -1.6655, -0.8762], [-0.8353, -2.2510, 0.3778], [-0.8131, -1.1829, 1.4395], [0.0623, -0.0615, 1.0701], [-0.4266, 1.2189, 1.5902], [-1.5867, 1.7261, 0.7779], [-1.1337, 2.0112, -0.5900], [1.4638, -0.3295, 1.4109], [2.4223, 0.4711, 0.5683], [2.1735, 0.1594, -0.8424], [-2.3153, -1.4458, -0.7971], [-1.2510, -2.3537, -1.6224], [0.1570, -2.6650, 0.1962], [-1.4744, -3.0650, 0.7277], [-0.4906, -1.6277, 2.3859], [-1.8253, -0.8057, 1.5848], [0.3842, 1.9481, 1.5622], [-0.7412, 1.1225, 2.6349], [-2.0097, 2.6088, 1.2626], [-2.3801, 0.9813, 0.7175], [-0.5087, 2.8157, -0.5871], [-1.9359, 2.2814, -1.1562], [1.6515, -1.3901, 1.2361], [1.6572, -0.1277, 2.4699], [3.4416, 0.2164, 0.8673], [2.3075, 1.5445, 0.7176], [2.5145, -0.7763, -1.0532], [2.7067, 0.7940, -1.4324], [0.1242, -0.2593, -5.5825], [0.0560, -0.1085, -4.4400], [-0.0103, 0.0387, -3.2381]], "forces_ev_per_a": [[-0.1, -0.3, 0.9], [0.5, 1.1, -0.8], [0.1, -0.1, 0.4], [-0.1, -0.3, 0.2], [-0.1, 0.2, -1.9], [-0.1, 0.2, 0.4], [-0.2, -0.1, 0.4], [0.7, -1.2, -0.8], [0.3, -0.1, 0.2], [0.0, 0.1, 0.4], [-1.1, 0.3, -0.9], [0.0, 0.0, -0.1], [0.0, 0.1, -0.2], [0.0, 0.0, 0.0], [0.0, -0.1, -0.2], [0.0, 0.1, 0.1], [0.0, 0.0, 0.1], [0.0, 0.0, 0.0], [0.1, -0.1, 0.0], [0.0, 0.1, -0.1], [0.0, 0.1, 0.0], [0.1, 0.0, -0.1], [0.1, -0.1, -0.3], [0.0, 0.0, 0.1], [-0.1, -0.1, 0.0], [0.0, 0.0, -0.1], [0.0, 0.0, 0.0], [0.0, 0.0, -0.1], [0.0, -0.1, -0.2], [0.0, 0.0, 0.3], [-0.1, 0.2, -0.4], [0.2, -0.1, 2.5]], "lowdin_spin": [1.147, 0.006, -0.004, -0.003, -0.059, -0.004, -0.005, -0.043, -0.003, 0.001, 0.011, 0.002, 0.000, 0.000, -0.001, -0.002, 0.000, 0.000, -0.002, -0.002, 0.000, 0.000, 0.001, 0.000, -0.002, 0.001, 0.000, -0.001, 0.002, -0.008, 0.005, -0.036]}

***

Entry 2:
{"formula": "C6H12O", "method": "ωB97M-V with the def2-TZVPD basis set", "gap_ha": 0.3937, "fmax_ha_per_bohr": 0.0116, "spin_multiplicity": 1, "de_lowest_kcal_mol": 58.67, "e_tot_ha": -310.9658, "smiles": "CC[C@H]1C[C@H]1C=O.[H][H]", "species": ["C", "C", "C", "C", "C", "C", "O", "H", "H", "H", "H", "H", "H", "H", "H", "H", "H", "H", "H"], "coordinates": [[-2.1716, -0.1906, 0.8161], [-1.1563, 0.7838, 0.2220], [-0.4124, 0.2199, -0.9742], [0.9458, 0.7461, -1.3279], [0.7882, -0.6913, -0.8834], [1.3940, -1.2799, 0.3531], [2.5110, -1.7458, 0.3605], [-2.8811, -0.5293, 0.0523], [-2.7464, 0.2769, 1.6226], [-1.6762, -1.0784, 1.2248], [-0.4497, 1.1124, 0.9969], [-1.6762, 1.6934, -0.1101], [-1.0681, -0.0097, -1.8132], [1.2009, 0.9118, -2.3708], [1.3978, 1.4598, -0.6434], [0.9050, -1.4132, -1.6872], [0.7601, -1.3303, 1.2631], [1.8612, 0.7316, 1.5123], [2.4741, 0.3329, 1.3864]], "forces_ev_per_a": [[0.0, -0.1, 0.0], [0.1, 0.0, 0.0], [-0.1, 0.0, 0.0], [0.1, 0.1, -0.1], [0.0, -0.2, -0.1], [0.2, -0.2, -0.1], [-0.6, -0.1, -0.1], [0.1, 0.0, 0.1], [0.1, -0.1, -0.1], [-0.1, 0.1, -0.1], [-0.1, -0.1, -0.1], [0.1, -0.1, 0.1], [0.1, 0.1, 0.1], [0.0, 0.0, 0.2], [-0.1, -0.2, -0.1], [-0.1, 0.1, 0.0], [0.1, 0.1, -0.1], [0.2, 0.3, 0.2], [0.0, 0.4, 0.3]], "nbo_charge": [-0.603, -0.400, -0.212, -0.386, -0.361, 0.451, -0.538, 0.205, 0.212, 0.201, 0.199, 0.211, 0.215, 0.222, 0.219, 0.243, 0.116, -0.035, 0.042]}

***

Entry 3:
{"formula": "C3H4O3S", "method": "ωB97M-V with the def2-TZVPD basis set", "gap_ha": 0.3559, "fmax_ha_per_bohr": 0.0747, "spin_multiplicity": 1, "de_lowest_kcal_mol": 66.42, "e_tot_ha": -740.5538, "species": ["C", "C", "C", "O", "O", "O", "S", "H", "H", "H", "H"], "coordinates": [[0.3622, -0.6781, 0.9351], [-0.1518, -0.0124, -0.0697], [-1.5995, 0.4192, -0.3099], [0.6456, 0.0153, -1.1921], [1.5988, -1.0737, 0.7688], [2.6734, 1.0198, -0.1014], [2.2106, -0.2653, -0.5743], [-0.1137, -1.0277, 1.7784], [-2.2927, 0.1849, 0.4986], [-1.7248, -0.0416, -1.1967], [-1.6080, 1.4595, -0.5368]], "forces_ev_per_a": [[-1.8, 1.1, -0.4], [-2.9, 0.2, 0.2], [2.5, 0.8, 2.4], [1.7, -0.1, 0.7], [3.5, -0.7, -1.4], [-0.1, -0.8, -0.3], [-0.3, 0.8, 0.1], [-1.0, -0.3, 1.8], [0.2, -0.2, -0.3], [-1.7, -1.8, -3.0], [-0.2, 1.0, 0.1]], "nbo_charge": [0.015, 0.221, -0.632, -0.661, -0.645, -0.885, 1.710, 0.205, 0.229, 0.221, 0.222]}

***

Entry 4:
{"formula": "AgH12O6", "method": "ωB97M-V with the def2-TZVPD basis set", "gap_ha": [0.3619, 0.3199], "fmax_ha_per_bohr": 0.1681, "spin_multiplicity": 2, "de_lowest_kcal_mol": 26.21, "e_tot_ha": -604.7406, "s2": 0.751, "charge": 2, "species": ["Ag", "O", "H", "H", "O", "H", "H", "O", "H", "H", "O", "H", "H", "O", "H", "H", "O", "H", "H"], "coordinates": [[-29.0777, 4.7803, -13.7045], [-29.8570, 5.3322, -12.0672], [-29.4324, 4.9406, -11.2848], [-30.4582, 6.0136, -11.7646], [-29.7105, 6.1833, -14.8422], [-29.6202, 7.0731, -14.4549], [-29.7267, 6.2685, -15.7623], [-27.7779, 3.4142, -12.4922], [-27.1730, 3.9369, -11.8922], [-27.7443, 2.4882, -12.2726], [-27.9299, 4.1310, -15.0111], [-27.9351, 4.3727, -15.9618], [-26.9282, 4.2545, -14.7407], [-30.3892, 3.5699, -14.1159], [-30.3565, 2.8712, -14.8613], [-30.8721, 3.1496, -13.3995], [-27.6459, 6.0185, -13.2071], [-27.4019, 6.9018, -13.4678], [-27.1301, 5.8422, -12.3766]], "forces_ev_per_a": [[1.5, -1.1, 3.5], [-1.9, 0.7, 4.8], [-0.5, 0.1, 0.0], [-0.5, 0.3, 0.2], [-2.0, 5.7, -1.6], [-0.4, -0.1, -0.8], [-0.4, 0.7, -2.5], [1.8, 0.9, 1.8], [-0.6, -1.9, -0.6], [0.4, -0.7, 0.5], [6.8, -1.8, -4.7], [0.0, -0.3, 0.4], [-2.6, -0.6, -0.8], [-4.9, -6.4, -3.2], [-0.1, 1.4, 1.5], [-0.5, -0.3, 0.2], [4.0, 1.7, 2.6], [0.3, 0.8, -0.3], [-0.5, 0.7, -1.1]], "lowdin_spin": [0.675, 0.065, 0.003, 0.006, -0.004, 0.000, 0.000, -0.003, 0.000, 0.000, 0.090, 0.005, 0.005, 0.080, 0.006, 0.004, 0.061, 0.005, 0.003]}

***

Entry 5:
{"formula": "C26H26BIN8V", "method": "ωB97M-V with the def2-TZVPD basis set", "gap_ha": [0.2760, 0.3035], "fmax_ha_per_bohr": 0.0222, "spin_multiplicity": 3, "de_lowest_kcal_mol": 7.72, "e_tot_ha": -2710.9134, "s2": 2.022, "charge": 1, "species": ["V", "C", "C", "C", "C", "N", "N", "B", "N", "C", "C", "C", "C", "N", "N", "C", "C", "C", "C", "N", "N", "C", "C", "C", "C", "N", "H", "H", "H", "H", "H", "H", "H", "H", "H", "H", "H", "H", "H", "H", "H", "H", "H", "H", "H", "H", "I", "C", "C", "C", "C", "C", "C", "C", "C", "C", "C", "H", "H", "H", "H", "H", "H"], "coordinates": [[-0.1910, 0.1425, -0.8412], [-0.4831, 3.5777, 0.3030], [0.0931, 2.5035, 1.1563], [0.5969, 2.5875, 2.4391], [0.9757, 1.2979, 2.7835], [0.6934, 0.4769, 1.7800], [0.1484, 1.2151, 0.7466], [0.9723, -1.0654, 1.6087], [-0.4108, -1.7751, 1.3372], [-1.0193, -2.8722, 1.8103], [-1.9795, -3.2837, 0.9174], [-1.9160, -2.3797, -0.1378], [-2.7037, -2.4094, -1.4068], [-0.9803, -1.4574, 0.1241], [1.8543, -1.3270, 0.2995], [2.9825, -2.0442, 0.2524], [3.3354, -2.2600, -1.0601], [2.3555, -1.6272, -1.8149], [2.2425, -1.5826, -3.3037], [1.4561, -1.0527, -1.0058], [1.7661, -1.5474, 2.7983], [1.6145, -2.5378, 3.7190], [2.7044, -2.5265, 4.5406], [3.5351, -1.5067, 4.0257], [4.8834, -1.0711, 4.5148], [2.9760, -0.9237, 2.9820], [-0.5218, 4.5075, 0.8657], [0.1186, 3.7428, -0.5924], [-1.4922, 3.3150, -0.0171], [0.6786, 3.4732, 3.0453], [1.4401, 0.9186, 3.6770], [-0.7595, -3.2970, 2.7596], [-2.6390, -4.1294, 1.0111], [-3.2741, -3.3340, -1.4613], [-3.3941, -1.5725, -1.4815], [-2.0454, -2.3745, -2.2758], [3.4649, -2.3486, 1.1662], [4.1857, -2.8096, -1.4263], [2.6071, -2.5208, -3.7195], [1.2139, -1.4461, -3.6324], [2.8401, -0.7786, -3.7350], [0.7584, -3.1812, 3.7573], [2.8886, -3.1700, 5.3845], [5.1113, -1.5223, 5.4790], [5.6682, -1.3640, 3.8166], [4.9282, 0.0115, 4.6273], [0.8548, 1.7469, -2.9520], [-1.0611, 2.4045, -3.4182], [-1.2205, 3.2960, -4.4315], [-2.5131, 3.8265, -4.6670], [-3.5422, 3.4944, -3.8408], [-3.3551, 2.5887, -2.7638], [-4.4021, 2.3396, -1.8377], [-4.2084, 1.5072, -0.7787], [-2.9829, 0.8065, -0.6558], [-1.9262, 0.9821, -1.5282], [-2.1040, 1.9609, -2.5655], [-0.3867, 3.6144, -5.0426], [-2.6653, 4.5183, -5.4845], [-4.5236, 3.9293, -3.9886], [-5.3485, 2.8483, -1.9798], [-4.9973, 1.3518, -0.0546], [-2.8971, 0.1134, 0.1728]], "forces_ev_per_a": [[-0.5, 0.5, -0.9], [0.0, 0.0, 0.0], [-0.1, -0.3, -0.3], [0.1, 0.0, 0.2], [0.0, 0.0, 0.2], [-0.1, 0.0, -0.6], [0.5, -0.1, 0.9], [0.0, 0.0, -0.1], [0.2, 0.2, -0.4], [0.1, 0.0, 0.2], [-0.1, -0.1, 0.1], [0.0, 0.2, -0.2], [0.0, 0.0, 0.0], [-0.1, -0.5, 0.8], [-0.4, 0.1, -0.2], [0.1, 0.0, 0.2], [0.1, -0.1, 0.0], [-0.2, 0.2, -0.2], [0.0, -0.1, 0.0], [0.6, -0.4, 0.6], [0.0, 0.0, -0.2], [-0.1, 0.2, 0.0], [0.1, -0.1, -0.1], [0.2, 0.1, 0.1], [0.0, 0.0, 0.0], [-0.3, 0.0, 0.1], [0.0, 0.0, 0.0], [0.0, 0.0, 0.0], [0.0, 0.0, 0.0], [0.0, 0.0, 0.0], [0.0, 0.0, 0.0], [0.0, 0.0, 0.0], [0.0, 0.0, 0.0], [0.0, 0.0, 0.0], [0.0, 0.0, 0.0], [0.0, 0.0, 0.0], [0.0, 0.0, -0.1], [0.0, 0.0, 0.0], [0.0, 0.0, 0.0], [0.0, 0.0, 0.0], [0.0, 0.0, 0.0], [0.0, 0.0, 0.0], [0.0, 0.0, 0.0], [0.0, 0.0, 0.0], [0.0, 0.0, 0.0], [0.0, 0.0, 0.0], [0.2, -0.2, 0.1], [-0.1, -0.1, 0.1], [-0.3, 0.2, -0.1], [0.2, 0.0, -0.1], [0.0, -0.1, 0.1], [-0.2, 0.1, 0.0], [0.0, 0.1, -0.1], [0.1, -0.1, -0.1], [-0.1, 0.1, 0.0], [-0.1, 0.4, -0.2], [0.1, -0.1, 0.0], [0.0, 0.0, 0.0], [0.0, 0.0, 0.0], [0.0, 0.0, 0.0], [0.0, 0.0, 0.0], [0.0, 0.0, 0.0], [0.0, 0.0, 0.0]], "lowdin_spin": [1.936, 0.001, 0.006, 0.001, 0.006, 0.008, -0.001, 0.003, 0.007, 0.014, 0.002, 0.011, 0.002, -0.002, 0.004, 0.012, 0.004, 0.009, 0.001, -0.004, 0.000, 0.000, 0.000, 0.000, 0.000, 0.000, 0.000, 0.000, 0.000, 0.000, 0.000, 0.001, 0.000, 0.000, 0.001, 0.001, 0.001, 0.000, 0.000, 0.000, 0.001, 0.000, 0.000, 0.000, 0.000, 0.000, 0.003, 0.000, 0.003, -0.002, 0.002, -0.002, 0.008, -0.002, 0.006, -0.039, -0.003, 0.000, 0.000, 0.000, 0.000, 0.000, 0.001]}

***

Entry 6:
{"formula": "C32H34BF5N5O5Sm", "method": "ωB97M-V with the def2-TZVPD basis set", "gap_ha": [0.3040, 0.3047], "fmax_ha_per_bohr": 0.0278, "spin_multiplicity": 6, "de_lowest_kcal_mol": 27.28, "e_tot_ha": -3072.4440, "s2": 8.757, "species": ["Sm", "C", "C", "C", "C", "C", "C", "C", "C", "C", "C", "H", "H", "H", "H", "H", "H", "H", "H", "H", "H", "H", "H", "H", "H", "C", "C", "C", "C", "C", "C", "C", "F", "C", "C", "C", "O", "C", "C", "N", "C", "C", "O", "O", "H", "H", "H", "H", "H", "H", "H", "H", "H", "H", "H", "C", "N", "C", "C", "C", "O", "N", "C", "O", "H", "H", "H", "H", "H", "F", "B", "F", "F", "F", "N", "C", "C", "N", "C", "H", "H", "H", "H"], "coordinates": [[-0.5484, 1.2415, 0.4086], [2.7677, -0.7087, 2.8641], [1.7487, -1.7527, 3.3284], [1.7339, -2.9557, 2.3912], [0.3757, -1.1400, 3.5255], [0.0894, -0.4828, 4.7182], [-1.1682, 0.0440, 4.9708], [-2.1894, -0.0653, 4.0378], [-3.5581, 0.4997, 4.3050], [-1.9050, -0.7015, 2.8396], [-0.6437, -1.2268, 2.5797], [3.7727, -1.1387, 2.8416], [2.7827, 0.1569, 3.5294], [2.5266, -0.3426, 1.8638], [2.0668, -2.1029, 4.3158], [1.4969, -2.6553, 1.3683], [0.9999, -3.7016, 2.7043], [2.7179, -3.4309, 2.3718], [0.8664, -0.3969, 5.4722], [-1.3570, 0.5496, 5.9125], [-4.1663, -0.1930, 4.8917], [-4.0886, 0.7018, 3.3741], [-3.4937, 1.4358, 4.8623], [-2.6877, -0.8295, 2.0998], [-0.5010, -1.7784, 1.6604], [-0.7628, -4.2595, -4.9722], [0.6424, -4.0431, -4.4496], [1.3504, -5.3448, -4.1233], [2.8139, -5.0738, -3.8227], [2.9617, -3.9575, -2.8146], [4.1406, -3.7809, -2.1263], [4.2569, -2.7848, -1.1609], [5.4412, -2.6480, -0.5382], [3.2148, -1.9776, -0.8215], [1.9999, -2.1520, -1.4962], [0.8533, -1.3386, -1.0990], [0.9760, -0.5457, -0.1368], [-0.3426, -1.5170, -1.8468], [-0.3461, -2.3970, -2.8925], [0.6835, -3.1803, -3.2367], [1.8846, -3.0981, -2.5157], [-1.6189, -0.7553, -1.5987], [-2.3628, -0.5406, -2.5330], [-1.7875, -0.4059, -0.3421], [-0.7089, -4.9698, -5.7975], [-1.2209, -3.3488, -5.3555], [-1.4151, -4.6819, -4.2040], [1.2303, -3.5238, -5.2144], [1.2477, -6.0297, -4.9652], [0.8604, -5.8028, -3.2582], [3.3336, -4.8095, -4.7485], [3.3017, -5.9680, -3.4333], [4.9907, -4.4241, -2.3235], [3.3034, -1.2136, -0.0616], [-1.2390, -2.4641, -3.4940], [-1.5475, 7.3813, 0.7648], [-1.4781, 6.0091, 1.2517], [-1.8549, 5.6897, 2.5194], [-1.8281, 4.4243, 2.9760], [-1.3663, 3.4328, 2.0506], [-1.3127, 2.1852, 2.3660], [-0.9782, 3.7485, 0.8173], [-1.0534, 5.0265, 0.3398], [-0.7795, 5.3619, -0.8000], [-1.6424, 8.0445, 1.6215], [-2.3990, 7.5182, 0.0995], [-0.6447, 7.6177, 0.2106], [-2.1739, 6.5212, 3.1343], [-2.1199, 4.1598, 3.9792], [1.0637, 1.9597, -1.0788], [2.0944, 2.3491, -0.0917], [1.4499, 1.9435, 1.1787], [2.2610, 3.6956, -0.1175], [3.2223, 1.6066, -0.2785], [-2.5477, 3.8324, -2.8478], [-3.6255, 3.6212, -2.0086], [-3.2249, 2.6493, -1.1544], [-1.9241, 2.2826, -1.4400], [-1.5462, 3.0286, -2.4442], [-2.4618, 4.5557, -3.5390], [-4.5502, 4.1612, -2.1057], [-3.7876, 2.1720, -0.3690], [-0.5654, 3.0322, -2.8888]], "forces_ev_per_a": [[-1.0, 0.1, 0.5], [0.0, 0.1, 0.0], [0.0, 0.0, 0.0], [0.0, -0.1, -0.1], [0.0, 0.0, 0.0], [0.0, 0.0, 0.0], [0.1, 0.0, 0.1], [-0.1, 0.1, 0.0], [0.0, 0.0, 0.0], [0.0, -0.2, -0.1], [-0.1, -0.2, 0.1], [0.0, 0.0, 0.0], [0.0, 0.0, 0.0], [0.0, 0.0, 0.0], [0.0, 0.0, 0.0], [0.0, 0.0, 0.1], [0.0, 0.0, 0.0], [0.0, 0.0, 0.0], [0.0, 0.0, 0.0], [0.0, 0.0, 0.0], [0.0, 0.0, 0.0], [0.0, 0.0, 0.0], [0.0, 0.0, 0.0], [0.0, 0.1, -0.1], [0.1, 0.1, -0.1], [-0.1, -0.1, 0.0], [0.1, 0.2, 0.1], [0.0, -0.1, 0.1], [0.1, 0.1, 0.0], [0.0, 0.0, 0.0], [0.1, -0.1, 0.0], [0.1, -0.1, 0.0], [0.0, 0.0, 0.0], [-0.1, 0.0, 0.0], [0.0, 0.1, 0.0], [-0.1, 0.0, 0.3], [0.0, 0.0, -0.1], [0.2, -0.1, -0.2], [0.1, 0.0, -0.1], [0.2, -0.1, 0.0], [-0.3, -0.2, -0.3], [0.1, -0.1, 0.8], [-0.3, -0.1, 0.0], [-0.5, -0.5, -1.2], [0.0, 0.0, 0.0], [0.0, 0.0, 0.0], [0.0, 0.0, 0.0], [0.0, 0.0, 0.0], [0.0, 0.0, 0.0], [0.0, 0.0, 0.0], [0.0, 0.0, 0.0], [0.0, 0.0, 0.0], [0.0, 0.0, 0.0], [0.0, 0.0, 0.0], [0.0, 0.0, 0.0], [0.0, -0.1, 0.1], [-0.1, 0.1, 0.1], [0.0, 0.1, -0.1], [0.0, 0.0, -0.1], [0.1, -0.5, 0.2], [-0.2, 0.4, 0.1], [0.1, 0.3, 0.0], [0.1, -0.2, 0.1], [-0.1, -0.1, 0.0], [0.0, 0.0, 0.0], [0.0, 0.0, 0.0], [0.0, 0.0, 0.0], [0.0, 0.0, 0.0], [0.0, 0.0, 0.0], [0.4, 0.4, -0.1], [0.3, 0.1, 0.0], [1.0, 0.3, -0.1], [0.0, -0.2, 0.0], [-0.1, 0.0, 0.0], [-0.1, 0.0, 0.1], [0.2, 0.1, -0.2], [0.1, -0.2, 0.0], [0.0, 0.0, 0.1], [-0.1, 0.1, -0.1], [0.0, 0.0, 0.0], [0.0, 0.0, 0.0], [0.0, 0.0, 0.0], [0.0, 0.0, 0.0]], "lowdin_spin": [5.044, 0.000, 0.000, 0.000, 0.000, 0.000, 0.000, 0.000, 0.000, 0.000, -0.001, 0.000, 0.000, 0.000, 0.000, 0.000, 0.000, 0.000, 0.000, 0.000, 0.000, 0.000, 0.000, 0.000, 0.000, 0.000, 0.000, 0.000, 0.000, 0.000, 0.000, 0.000, 0.000, 0.000, 0.000, 0.000, -0.005, 0.000, 0.000, 0.000, 0.000, 0.000, -0.001, -0.009, 0.000, 0.000, 0.000, 0.000, 0.000, 0.000, 0.000, 0.000, 0.000, 0.000, 0.000, 0.000, 0.000, 0.000, 0.000, 0.000, -0.012, -0.004, 0.000, 0.000, 0.000, 0.000, 0.000, 0.000, 0.000, -0.003, 0.000, -0.003, 0.000, 0.000, 0.000, 0.000, 0.000, -0.006, 0.001, 0.000, 0.000, 0.000, 0.000]}